[1]
Density functional theory data (the ωB97M-V functional and the def2-TZVPD basis) for a structure of composition C46H36N2Na.

```
85
Properties=species:S:1:pos:R:3:forces:R:3
C 5.20776 3.26520 1.94927 -0.040 0.040 -0.045
C 5.25714 3.30076 3.34752 -0.048 -0.066 -0.001
C 4.14812 3.73406 4.07852 -0.007 0.107 -0.632
C 3.01276 4.18047 3.37783 -0.330 -0.151 0.307
N 1.75479 4.22460 4.06494 0.429 1.410 0.165
C 0.93723 5.38595 3.88247 0.549 0.119 -0.135
C -0.08207 5.40903 2.92629 -0.044 0.458 0.048
C -0.78660 6.59777 2.71014 0.183 -0.079 0.216
C -0.50651 7.73281 3.47911 0.127 -0.075 0.088
C 0.49521 7.68699 4.45857 0.077 -0.089 -0.228
C 1.24563 6.52445 4.64127 -0.455 -0.069 -0.294
C 1.08102 2.99007 4.24719 -0.048 -0.306 0.166
C 0.06376 2.93549 5.22355 0.465 -0.181 0.059
C -0.43507 1.69872 5.60465 0.147 0.024 -0.473
C -0.10247 0.53711 4.85516 -0.553 -0.945 0.373
C -0.70044 -0.75352 5.15346 -0.966 0.483 0.229
C -1.60058 -1.44731 4.30590 0.919 0.556 0.511
C -1.84854 -2.82660 4.56521 -0.258 -0.197 -0.177
C -2.70162 -3.56415 3.77845 -0.255 0.510 0.160
C -3.42328 -2.94349 2.74677 0.615 0.822 0.792
N -4.26653 -3.70280 1.94136 -1.041 -1.196 -0.827
C -5.40516 -3.09490 1.35129 0.173 -0.481 0.332
C -5.59121 -3.21619 -0.03252 -0.340 0.521 0.226
C -6.65959 -2.55087 -0.63135 -0.061 -0.113 0.433
C -7.59450 -1.87090 0.16250 -0.051 -0.011 -0.096
C -7.46057 -1.85467 1.55740 0.443 0.018 -0.130
C -6.33141 -2.42173 2.15709 -0.443 0.027 -0.463
C -4.07454 -5.08459 1.73097 0.003 0.598 -0.321
C -5.21507 -5.89355 1.59256 0.058 -0.418 -0.018
C -5.08450 -7.24005 1.25131 0.435 0.322 -0.088
C -3.81091 -7.77425 0.99999 -0.262 -0.076 0.081
C -2.67076 -6.98212 1.18174 -0.333 0.299 0.213
C -2.78725 -5.64880 1.58828 -0.184 -0.374 -0.176
C -3.29554 -1.55086 2.55031 0.563 -0.573 -0.173
C -2.34494 -0.82945 3.24606 0.052 -0.448 0.208
C 0.83928 0.64376 3.80564 -0.137 0.124 -0.002
C 1.49765 1.83789 3.56730 -0.649 0.281 -0.226
C 3.04832 4.37410 1.99418 0.516 -0.565 -0.090
C 4.11660 3.82251 1.27425 -0.030 0.370 0.301
H 6.02072 2.80361 1.37695 -0.303 0.271 0.305
H 6.14973 2.94926 3.86748 -0.291 0.024 -0.131
H 4.16454 3.73741 5.17979 -0.047 -0.040 -0.597
H -0.28824 4.51866 2.32904 0.039 0.199 0.260
H -1.54193 6.63590 1.92534 0.128 0.015 0.238
H -1.05542 8.66220 3.30552 0.146 -0.344 0.093
H 0.71627 8.56327 5.06916 -0.105 -0.166 -0.213
H 2.06727 6.46922 5.36201 -0.357 0.039 -0.234
H -0.33484 3.87373 5.61638 0.253 -0.272 0.204
H -1.17087 1.60188 6.40290 0.081 0.085 -0.301
H -0.61467 -1.13515 6.17989 -0.041 0.379 -0.418
H -1.33093 -3.31594 5.38899 -0.108 0.142 -0.210
H -2.84000 -4.62523 3.97133 0.010 0.157 0.001
H -4.88673 -3.81115 -0.60983 -0.076 0.224 0.085
H -6.75920 -2.57522 -1.71434 -0.092 0.023 0.183
H -8.42821 -1.34671 -0.31547 0.248 -0.256 0.206
H -8.22148 -1.38933 2.18612 0.212 -0.011 -0.239
H -6.17880 -2.37243 3.23816 0.032 -0.043 -0.395
H -6.20560 -5.45070 1.74699 0.445 -0.223 -0.045
H -5.98412 -7.85324 1.17564 0.304 0.082 -0.064
H -3.71153 -8.81279 0.67986 -0.003 0.266 0.133
H -1.68055 -7.40775 1.00425 -0.287 0.142 0.100
H -1.89809 -5.04466 1.78176 -0.356 -0.144 -0.199
H -3.94644 -1.05138 1.83619 0.243 -0.064 -0.077
H -2.18647 0.22525 3.02588 -0.158 -0.137 0.169
H 1.05250 -0.23692 3.19883 0.095 0.116 0.380
H 2.26285 1.92539 2.79991 -0.079 -0.185 0.155
H 2.20825 4.85496 1.49083 0.139 -0.372 0.128
H 4.07263 3.80711 0.18437 0.117 0.094 0.286
C 3.35456 -2.33648 4.10621 0.218 0.649 0.168
Na 2.58106 2.16064 6.17271 -0.271 -0.696 -0.240
C 2.09451 -2.97242 4.23250 0.448 0.793 1.061
C 1.46334 -2.49338 5.40931 0.981 -0.539 0.290
C 2.33599 -1.54985 6.04673 -0.515 -0.874 -0.886
C 3.52354 -1.42703 5.20500 -0.369 -0.705 -0.929
C 4.52494 -0.50730 5.53942 0.001 -0.099 0.296
C 4.40384 0.23741 6.71621 0.543 0.265 -0.495
C 3.25891 0.10866 7.53486 -0.633 -0.030 0.515
C 2.22930 -0.77808 7.20478 0.095 0.239 0.101
H 4.07962 -2.45255 3.29883 -0.271 -0.031 0.171
H 1.68840 -3.71203 3.54360 0.056 0.185 0.221
H 0.56608 -2.91294 5.85379 0.277 0.267 -0.269
H 5.41087 -0.44241 4.90348 -0.122 0.152 0.222
H 5.22388 0.88683 7.04269 -0.198 -0.166 -0.115
H 3.18630 0.69001 8.46096 0.116 -0.225 -0.129
H 1.34885 -0.88411 7.84369 0.232 0.138 -0.096
```
Positions in Å, forces in eV/Å.

Calculated values
HOMO-LUMO gap: 2.90 eV
total energy: -2046.26783 a.u.
net charge: -1
HOMO energy: -1.5 eV

=====

[2]
Density functional theory data (the ωB97M-V functional and the def2-TZVPD basis) for a structure of composition C46H37AsFMnN6O4.

```
96
Properties=species:S:1:pos:R:3:forces:R:3
Mn -0.68125 0.47711 -0.65357 -0.108 0.349 0.074
N -2.88469 -2.15204 1.77781 -0.009 0.017 -0.032
C -2.01547 -1.66164 0.92051 -0.003 -0.039 -0.003
N -1.96119 -0.39000 0.60049 -0.092 -0.009 0.121
C -2.85797 0.51989 1.17291 -0.027 -0.063 0.022
N -2.82304 1.76702 0.82138 -0.017 0.019 -0.067
N -1.85812 1.97285 -0.11939 0.098 -0.148 0.040
C -1.66948 3.10851 -0.67145 0.059 -0.025 0.057
C -0.52305 3.16687 -1.57265 0.010 0.023 0.072
C -0.07942 4.31744 -2.18730 -0.019 -0.039 -0.058
C 1.06285 4.24672 -2.98083 0.014 -0.028 0.001
C 1.72061 3.03685 -3.11648 -0.013 0.029 -0.002
C 1.22519 1.91929 -2.45742 -0.016 0.005 -0.006
N 0.13047 1.98779 -1.70827 0.056 0.019 0.009
C -3.80125 0.02835 2.15304 0.005 0.011 -0.003
C -4.70916 0.86931 2.80661 -0.012 -0.004 -0.012
C -5.59299 0.34009 3.72031 -0.002 0.010 -0.004
C -5.58980 -1.03118 3.99373 0.008 -0.015 -0.002
C -4.70162 -1.87794 3.36043 -0.020 0.013 0.000
C -3.81167 -1.33710 2.44282 0.021 -0.011 0.008
H -2.88820 -3.14712 1.95779 0.007 -0.002 0.011
H -1.31258 -2.34459 0.45971 0.005 0.003 0.001
H -2.28943 3.96523 -0.43484 -0.046 -0.017 -0.062
H -0.61796 5.24531 -2.05160 0.001 0.004 -0.010
H 1.43224 5.13054 -3.48339 -0.003 0.000 -0.001
H 2.61049 2.94736 -3.72293 0.001 -0.004 0.002
H 1.71078 0.95435 -2.52169 0.004 0.000 0.002
H -4.71166 1.92458 2.57258 0.000 0.001 0.002
H -6.30185 0.98412 4.22184 -0.002 -0.001 -0.001
H -6.29553 -1.43849 4.70514 -0.001 0.003 0.001
H -4.70491 -2.94091 3.56745 0.005 -0.002 0.001
C 0.82892 -3.46982 -6.78347 -0.006 -0.001 0.006
C 0.16675 -4.24676 -5.65508 -0.001 -0.007 -0.010
C 0.79068 -5.60333 -5.37605 0.004 0.007 -0.003
C 2.22772 -5.44979 -4.90243 -0.002 -0.004 0.001
C 2.30870 -4.48521 -3.75094 -0.004 0.019 0.001
C 3.36060 -4.52537 -2.86778 -0.011 -0.002 0.000
C 3.42251 -3.64344 -1.78463 0.009 -0.004 -0.014
F 4.46747 -3.72636 -0.96770 -0.004 0.003 0.003
C 2.44783 -2.72188 -1.53565 -0.006 0.001 0.014
C 1.35890 -2.65601 -2.42010 0.004 -0.012 -0.019
C 0.30290 -1.71120 -2.20898 -0.020 0.047 0.020
O 0.39304 -0.92765 -1.15233 0.132 -0.197 -0.054
C -0.74922 -1.66822 -3.10544 0.016 -0.009 -0.023
C -0.74437 -2.54680 -4.18827 0.000 0.013 0.005
N 0.21466 -3.42168 -4.40000 -0.009 -0.005 -0.001
C 1.29489 -3.52314 -3.53102 0.007 -0.014 0.005
C -1.90079 -0.72741 -2.99962 0.030 -0.018 0.031
O -2.82727 -0.77684 -3.75633 -0.003 0.016 -0.015
O -1.84304 0.17710 -2.01930 -0.108 0.026 -0.091
H 0.79860 -4.06499 -7.69535 0.002 0.002 -0.003
H 1.87066 -3.23858 -6.56025 0.001 0.000 -0.001
H 0.30306 -2.53451 -6.97585 -0.001 0.000 -0.003
H -0.89443 -4.37356 -5.86697 -0.001 0.002 0.003
H 0.74597 -6.19675 -6.28814 -0.002 -0.001 0.001
H 0.19981 -6.12757 -4.62155 -0.002 0.000 -0.001
H 2.86663 -5.09672 -5.71548 -0.001 -0.001 -0.002
H 2.63254 -6.41253 -4.59244 0.001 0.001 0.000
H 4.15453 -5.25107 -2.99435 0.006 0.003 0.009
H 2.50794 -2.06374 -0.68137 0.005 -0.004 0.000
H -1.56033 -2.51168 -4.90008 0.000 0.000 0.000
O 0.49341 0.80540 0.73547 -0.011 0.073 -0.009
As 0.73927 1.67229 2.20137 -0.007 0.002 0.016
C 0.49043 3.54461 1.95273 0.031 0.003 -0.032
C -0.76545 4.14569 2.05208 0.005 -0.014 0.016
C -0.87865 5.51644 1.87855 -0.005 -0.005 -0.004
C 0.25034 6.27970 1.60044 0.011 0.006 -0.005
C 1.49756 5.67877 1.49770 -0.008 0.008 -0.004
C 1.62394 4.30904 1.68002 0.006 -0.034 0.016
C -0.42087 0.94709 3.52575 0.003 -0.062 -0.015
C -0.41473 -0.44351 3.65306 0.018 0.014 -0.015
C -1.18674 -1.04232 4.63410 0.013 -0.012 0.001
C -1.96021 -0.25853 5.48398 -0.020 0.037 -0.003
C -1.94853 1.12389 5.36740 -0.008 -0.018 0.006
C -1.17131 1.73548 4.39204 0.026 0.016 -0.006
C 2.54204 1.28520 2.62848 0.011 0.021 0.000
C 2.94468 1.36884 3.95824 0.008 0.001 -0.019
C 4.27623 1.14155 4.27227 -0.023 -0.003 0.013
C 5.18308 0.83649 3.26640 0.015 0.001 -0.007
C 4.77112 0.75253 1.94167 0.004 -0.004 0.000
C 3.44381 0.97803 1.61299 -0.012 -0.006 0.020
H -1.64833 3.55469 2.26502 -0.006 0.016 0.000
H -1.84417 5.99549 1.97801 -0.003 -0.005 -0.001
H 0.15772 7.35121 1.48135 0.001 0.000 0.001
H 2.37529 6.27867 1.29875 0.002 -0.002 0.002
H 2.60229 3.84556 1.63341 0.005 0.007 -0.001
H 0.21879 -1.04635 3.01015 -0.006 -0.009 0.009
H -1.16398 -2.11714 4.76220 0.003 -0.004 -0.007
H -2.55385 -0.72727 6.25785 0.007 0.000 0.006
H -2.52725 1.73125 6.05028 0.001 0.003 -0.001
H -1.13713 2.81512 4.33698 -0.007 0.003 -0.007
H 2.23483 1.60152 4.74365 0.002 0.003 0.007
H 4.60492 1.20003 5.30074 -0.002 0.001 0.000
H 6.22045 0.66035 3.51727 0.000 -0.001 -0.002
H 5.48724 0.51134 1.16778 -0.001 -0.002 0.000
H 3.10752 0.90577 0.58602 0.008 0.007 0.002
```
Positions in Å, forces in eV/Å.

Calculated values
HOMO-LUMO gap (alpha / beta): 6.74 / 6.96 eV
2S+1: 4
total energy: -5890.52847 a.u.
⟨S²⟩: 3.819
ΔE to the lowest compared entry with this formula, charge and spin: 0.00 kcal/mol
net charge: +3
HOMO energy (alpha / beta): -16.0 / -16.0 eV